Model i:
82
Properties=species:S:1:pos:R:3 method="wB97M-V/def2-TZVPD" charge=-1 orbital_gap_ev=6.30 mol_weight_g_mol=1049.6
Bi -1.4258 0.5272 -1.0127
Cl 5.1185 2.2160 -1.9623
C 3.4449 2.3349 -1.4531
C 3.1474 2.4199 -0.0973
C 1.8319 2.4865 0.3203
C 0.7826 2.4760 -0.6122
O -0.4883 2.4234 -0.2305
C 1.1173 2.4437 -1.9810
C -0.0439 2.4717 -2.8904
N -0.2123 1.6382 -3.8353
C -1.4727 1.6299 -4.4980
C -1.4627 1.3610 -5.8585
C -2.6302 1.2987 -6.6083
C -3.8360 1.4923 -5.9552
C -3.8864 1.7107 -4.5836
C -5.1535 1.9617 -3.9090
C -5.2057 2.1650 -2.5954
C -3.9901 2.0685 -1.7626
N -2.7441 1.9388 -2.4357
C -2.7083 1.7603 -3.7991
C 2.4401 2.3387 -2.3977
H 3.9517 2.4116 0.6273
H 1.5846 2.4985 1.3749
H -0.8208 3.1867 -2.6201
H -0.4941 1.2225 -6.3258
H -2.5958 1.1064 -7.6724
H -4.7694 1.4669 -6.5089
H -6.0533 2.0035 -4.5137
H -6.1420 2.3764 -2.0920
H -3.9489 2.8351 -0.9935
H 2.6679 2.2725 -3.4540
C 3.0021 -3.1636 4.8017
C 3.1197 -1.6352 4.7136
C 4.5189 -1.2715 4.1981
C 2.9681 -1.0624 6.1230
C 2.0512 -1.1007 3.7594
C 2.0961 -1.4260 2.4074
C 1.0878 -1.0137 1.5641
Br 1.2490 -1.4964 -0.2699
C -0.0605 -0.2947 1.9716
O -1.0689 -0.0479 1.1855
C -0.0378 0.1390 3.3244
C 0.9789 -0.3153 4.1655
C -1.0819 1.0914 3.9449
C -2.0717 1.7085 2.9492
C -0.3463 2.2683 4.6124
C -1.8865 0.3346 5.0115
H 3.7732 -3.5740 5.4615
H 3.1146 -3.6214 3.8172
H 2.0232 -3.4492 5.1929
H 5.2837 -1.6018 4.9073
H 4.6128 -0.1916 4.0665
H 4.7306 -1.7450 3.2380
H 3.7597 -1.4579 6.7645
H 2.0095 -1.3368 6.5679
H 3.0461 0.0274 6.1235
H 2.9176 -1.9979 1.9939
H 0.9328 -0.0102 5.2022
H -1.5660 2.1847 2.1080
H -2.6538 2.4680 3.4829
H -2.7595 0.9729 2.5391
H 0.2290 2.8239 3.8682
H 0.3399 1.9486 5.3980
H -1.0737 2.9514 5.0595
H -2.4158 -0.5058 4.5574
H -2.6280 0.9999 5.4646
H -1.2476 -0.0548 5.8079
F 2.2948 -4.8247 -5.0757
C 1.0098 -5.1112 -4.8138
F 0.9949 -6.2250 -4.0672
F 0.4371 -5.4229 -5.9907
C 0.3049 -3.9611 -4.1459
C -0.5661 -4.1756 -3.0940
C -1.2016 -3.0725 -2.5434
N -1.0117 -1.8308 -2.9789
C -0.1670 -1.6352 -3.9924
C 0.5129 -2.6733 -4.6089
H -0.7392 -5.1664 -2.6998
H -1.8870 -3.1903 -1.7113
H -0.0140 -0.6042 -4.2975
H 1.1959 -2.4743 -5.4236
Te -4.1129 0.2796 -0.3043

---

Model ii:
82
Properties=species:S:1:pos:R:3 method="wB97M-V/def2-TZVPD" charge=-1 orbital_gap_ev=4.54 mol_weight_g_mol=1049.6
Bi 0.2771 1.5027 0.5726
Cl -2.4727 6.1201 6.0237
C -1.9986 5.3023 4.5528
C -2.3035 5.8955 3.3077
C -1.9195 5.2723 2.1623
C -1.2313 4.0136 2.1554
O -0.9184 3.5091 1.0428
C -0.9126 3.4328 3.4399
C -0.1815 2.2459 3.6876
N 0.2911 1.3321 2.8876
C 0.9487 0.1995 3.3989
C 0.9763 -0.1790 4.7248
C 1.6163 -1.3569 5.1443
C 2.2196 -2.1960 4.2536
C 2.2384 -1.8481 2.8863
C 2.8422 -2.6548 1.8955
C 2.8823 -2.2291 0.6009
C 2.3289 -0.9806 0.2792
N 1.7380 -0.2321 1.1733
C 1.6394 -0.6392 2.4646
C -1.3249 4.1278 4.6133
H -2.8407 6.8342 3.2774
H -2.1188 5.7135 1.1952
H 0.0254 2.1059 4.7473
H 0.4939 0.4227 5.4813
H 1.5992 -1.6063 6.1978
H 2.6920 -3.1157 4.5747
H 3.2820 -3.6026 2.1819
H 3.3484 -2.8249 -0.1709
H 2.3824 -0.5802 -0.7241
H -1.0912 3.6948 5.5788
C -2.4116 -2.4871 -6.0988
C -3.4091 -1.6848 -5.2469
C -3.8774 -0.4588 -6.0429
C -4.6254 -2.5807 -4.9975
C -2.7230 -1.2650 -3.9495
C -1.5278 -0.5471 -3.9976
C -0.8226 -0.3359 -2.8393
Br 0.8067 0.6745 -2.9093
C -1.1687 -0.8579 -1.5558
O -0.3269 -0.8448 -0.5919
C -2.5046 -1.3674 -1.4941
C -3.1900 -1.6030 -2.6841
C -3.1858 -1.7711 -0.1718
C -4.6436 -1.2874 -0.1671
C -3.1260 -3.3014 -0.0571
C -2.5261 -1.1682 1.0756
H -2.8980 -2.8655 -7.0027
H -2.0250 -3.3353 -5.5311
H -1.5632 -1.8724 -6.4008
H -4.3647 -0.7766 -6.9694
H -3.0385 0.1887 -6.3018
H -4.5911 0.1253 -5.4596
H -5.0319 -2.9152 -5.9546
H -5.4121 -2.0417 -4.4657
H -4.3501 -3.4622 -4.4158
H -1.1422 -0.1649 -4.9348
H -4.1570 -2.0836 -2.6124
H -5.2419 -1.7488 -0.9528
H -4.6794 -0.2048 -0.2996
H -5.1145 -1.5292 0.7897
H -3.6238 -3.7749 -0.9059
H -3.6067 -3.6476 0.8636
H -2.0836 -3.6254 -0.0451
H -2.5437 -0.0762 1.0332
H -1.4930 -1.4892 1.1665
H -3.0755 -1.4867 1.9673
F 9.1088 2.3869 0.1010
C 8.5634 1.1505 0.1410
F 9.1653 0.5068 1.1578
F 8.9673 0.5409 -0.9934
C 7.0766 1.1842 0.2641
C 6.4314 0.9414 1.4653
C 5.0465 0.9818 1.4856
N 4.2944 1.2297 0.4155
C 4.9323 1.4614 -0.7345
C 6.3083 1.4696 -0.8591
H 6.9930 0.7112 2.3605
H 4.4978 0.8031 2.4059
H 4.2892 1.6657 -1.5839
H 6.7823 1.6761 -1.8094
Te 2.3333 3.2836 0.7368

---

Energies, relative to the best one, in kcal/mol: model i 0.0; model ii 8.2.

---

Model i:
21
Properties=species:S:1:pos:R:3 method="wB97M-V/def2-TZVPD" charge=-1 orbital_gap_ev=7.36 mol_weight_g_mol=117.2
C -0.5647 0.5335 -1.2880
C -2.0020 0.3250 -0.7844
C -0.2136 1.8711 -1.9833
H 0.1347 0.5024 -0.3549
H -0.2697 -0.3574 -1.8906
H -2.6341 0.6588 -1.6008
H -2.2300 1.0036 0.0600
H -0.8126 2.3503 -2.8400
H -0.2439 2.6776 -1.2808
H -2.1311 -0.6171 -0.4661
H 0.8104 1.7603 -2.2510
C 0.4928 -0.7154 1.5863
C 0.7092 -2.0544 0.8774
C 1.8909 -0.0936 2.0442
O 2.6103 0.0806 1.0642
O 2.0930 0.1205 3.1943
H -0.0796 -0.0272 1.0199
H -0.1824 -0.7954 2.3698
H 0.8426 -2.7274 1.7269
H 1.7719 -2.1148 0.5213
H 0.0079 -2.3809 0.2759

---

Model ii:
21
Properties=species:S:1:pos:R:3 method="wB97M-V/def2-TZVPD" charge=-1 orbital_gap_ev=7.42 mol_weight_g_mol=117.2
C -0.4921 1.8387 -1.3591
O -0.0515 1.4360 -2.6226
C 0.3148 1.2586 -0.1829
C 0.5109 -0.2544 -0.3853
C 0.9542 -1.0117 0.9228
C 0.1726 -1.7099 3.1239
C -0.1152 -1.0515 1.9865
H -1.5819 1.6692 -1.0987
H -0.3910 2.9402 -1.2643
H 1.3118 1.7121 -0.1303
H -0.1208 1.6247 0.7591
H -0.4957 -0.5946 -0.5847
H 1.1389 -0.3136 -1.2885
H 1.0504 -2.0560 0.5953
H 1.8600 -0.5593 1.2429
H 1.2254 -2.4215 3.0557
H -0.3370 -1.2849 4.0526
H -0.8317 -0.2624 2.0682
H -0.7368 0.5609 -2.7809
H -1.8561 -1.0274 -3.4193
O -1.5293 -0.4931 -2.6904

---

Energies, relative to the best one, in kcal/mol: model i 0.0; model ii 39.9.

---

Model i:
49
Properties=species:S:1:pos:R:3 method="wB97M-V/def2-TZVPD" charge=+3 orbital_gap_ev=6.48 mol_weight_g_mol=574.2
W -0.5388 -0.4768 -0.7789
O -0.2937 1.0484 -2.3731
C 1.0806 1.0115 -2.8654
C 1.3739 -0.4050 -3.2954
N 1.1161 -1.3498 -2.1410
C 0.5458 -2.6137 -2.6802
C -0.8587 -2.2772 -3.1401
O -1.4873 -2.6879 -4.0351
O -1.3825 -1.3060 -2.2528
C 2.3486 -1.5927 -1.3480
C 2.0711 -1.4768 0.1332
O 2.8075 -1.4802 1.0355
O 0.6570 -1.2911 0.3532
H -0.9414 1.1046 -3.0988
H 1.6974 1.3347 -2.0233
H 1.2037 1.7296 -3.6744
H 2.3995 -0.5216 -3.6478
H 0.7160 -0.6829 -4.1204
H 0.4863 -3.3606 -1.8820
H 1.1544 -3.0192 -3.4893
H 3.1144 -0.8539 -1.5850
H 2.7764 -2.5766 -1.5528
N -6.1120 -3.0656 3.2734
C -5.2586 -2.6602 2.6194
C -4.1981 -2.1559 1.8071
C -3.5783 -0.9472 2.1477
C -2.5565 -0.4588 1.3725
C -2.1259 -1.1616 0.2048
C -2.8025 -2.3677 -0.1311
C -3.8016 -2.8669 0.6635
H -3.9148 -0.4009 3.0185
H -2.1006 0.4768 1.6577
H -2.5515 -2.9091 -1.0323
H -4.3075 -3.7873 0.4050
C 1.6857 4.0778 3.5166
N 1.4007 3.1385 2.4266
C 0.0733 2.7715 1.9688
C 0.4553 1.8342 0.8652
O -0.4455 1.2076 0.1287
N 1.7205 1.7032 0.6959
C 2.2990 2.5240 1.6785
N 3.5998 2.6281 1.7901
H 0.7636 4.2748 4.0559
H 2.0716 5.0161 3.1190
H 2.3974 3.6323 4.2109
H -0.4873 3.6332 1.5935
H -0.5092 2.2792 2.7523
H 4.2009 2.1023 1.1748
H 4.0357 3.2250 2.4786

---

Model ii:
49
Properties=species:S:1:pos:R:3 method="wB97M-V/def2-TZVPD" charge=+3 orbital_gap_ev=6.36 mol_weight_g_mol=574.2
W -0.4206 0.1174 0.6888
O 0.8418 -1.3426 2.1967
C 2.2554 -1.4211 1.8669
C 2.7171 -0.0181 1.4903
N 1.9086 0.5318 0.3589
C 2.3067 -0.1079 -0.9166
C 1.4119 -1.3583 -1.1154
O 1.6863 -2.3537 -1.6831
O 0.2157 -1.1275 -0.4892
C 1.9890 2.0118 0.4237
C 1.0112 2.4708 1.5516
O 0.9786 3.5243 2.0715
O 0.1463 1.4334 1.8289
H 0.7340 -1.5944 3.1301
H 2.3645 -2.1488 1.0520
H 2.8376 -1.7688 2.7262
H 3.7856 -0.0208 1.2405
H 2.5721 0.6290 2.3660
H 3.3624 -0.4123 -0.9365
H 2.1422 0.5635 -1.7724
H 1.6727 2.4781 -0.5225
H 2.9988 2.3830 0.6561
N -5.4715 4.4688 -2.1689
C -4.5111 3.9574 -1.8215
C -3.3660 3.2281 -1.3912
C -2.2724 3.0321 -2.2345
C -1.2376 2.1925 -1.8450
C -1.2211 1.5586 -0.5898
C -2.3239 1.8566 0.2810
C -3.3865 2.6466 -0.1155
H -2.2377 3.5181 -3.1975
H -0.4264 2.0159 -2.5440
H -2.3419 1.4631 1.3532
H -4.2199 2.8529 0.5421
C -4.6212 -4.1990 -0.5079
N -3.7847 -3.0810 -0.1337
C -3.2419 -2.9358 1.1976
C -2.4174 -1.7013 1.0205
O -1.6890 -1.0524 1.8485
N -2.4880 -1.2528 -0.2264
C -3.3398 -2.1093 -0.9211
N -3.6387 -1.9423 -2.1892
H -5.0140 -4.6667 0.3920
H -4.0409 -4.9460 -1.0528
H -5.4599 -3.8693 -1.1186
H -2.6430 -3.8093 1.4917
H -4.0301 -2.8265 1.9564
H -3.2900 -1.1489 -2.7063
H -4.2331 -2.5936 -2.6875

---

Energies, relative to the best one, in kcal/mol: model i 0.0; model ii 17.0.